No. 1
7
Properties=species:S:1:pos:R:3:forces:R:3 method="wB97M-V/def2-TZVPD" de_lowest_kj_mol=269.1 lumo_energy_ev="-3.396 / -3.396" largest_force_ev_per_a=4.4 charge=0 homo_energy_ha="-0.36793 / -0.36796"
C -0.6898 0.5546 0.4602 -2.476 1.762 1.079
C 0.4043 0.1554 -0.3607 2.542 -3.435 -1.240
O -1.8268 0.6398 0.0376 0.692 -0.534 -0.513
Cl -0.1009 -2.5208 -0.0976 0.358 2.194 -0.125
I 2.4790 0.1337 -0.0521 -1.304 0.341 0.364
H -0.5502 1.0156 1.4330 0.869 -0.422 0.616
H 0.2844 0.0216 -1.4204 -0.682 0.093 -0.180



No. 2
73
Properties=species:S:1:pos:R:3:forces:R:3 method="wB97M-V/def2-TZVPD" de_lowest_kj_mol=0.0 lumo_energy_ev=2.539 largest_force_ev_per_a=0.4 charge=-1 homo_energy_ha=-0.12703
Cu 0.2895 0.2249 0.5447 -0.189 0.361 0.040
N -1.4240 1.2727 4.4293 -0.022 -0.032 -0.052
C -0.9106 0.6744 3.3027 0.105 0.065 0.003
S 0.5634 1.2836 2.6759 -0.012 -0.102 -0.057
N -1.6161 -0.3613 2.8722 -0.116 -0.041 0.107
N -1.1284 -0.8681 1.7331 0.135 -0.029 -0.139
C -1.4427 -2.0591 1.3491 -0.031 0.074 0.119
C -2.3709 -2.9675 2.0675 -0.011 -0.037 -0.007
C -1.9921 -4.2749 2.3679 -0.006 0.012 -0.013
C -2.8571 -5.1306 3.0352 0.002 0.002 0.002
C -4.1191 -4.6905 3.4079 0.013 0.011 -0.006
C -4.5061 -3.3897 3.1123 0.022 0.012 -0.018
C -3.6386 -2.5333 2.4515 -0.007 -0.008 0.011
C -0.7769 -2.4867 0.1096 0.091 -0.051 -0.149
C -1.2648 -3.5295 -0.6834 -0.033 -0.006 0.027
C -0.6132 -3.8521 -1.8565 -0.038 -0.033 -0.008
C 0.5110 -3.1273 -2.2289 0.033 0.063 0.044
C 0.9270 -2.1024 -1.3984 -0.009 -0.008 -0.007
N 0.3200 -1.7943 -0.2514 -0.006 -0.020 -0.064
H -1.0856 2.2022 4.6071 0.009 0.006 0.003
H -2.4065 1.1071 4.5835 0.006 -0.001 0.011
H -1.0069 -4.6212 2.0773 -0.005 0.008 0.006
H -2.5425 -6.1408 3.2671 -0.001 0.003 -0.002
H -4.7969 -5.3559 3.9285 0.004 0.001 -0.003
H -5.4892 -3.0391 3.4014 0.001 0.004 -0.001
H -3.9286 -1.5147 2.2345 -0.005 0.000 0.004
H -2.1596 -4.0567 -0.3813 0.009 0.008 0.000
H -0.9883 -4.6498 -2.4862 0.001 0.002 0.009
H 1.0484 -3.3383 -3.1431 -0.005 0.001 0.002
H 1.7773 -1.4833 -1.6603 -0.004 0.003 0.015
S 0.8887 1.9633 -2.2522 0.004 -0.025 -0.003
C -0.0053 1.4133 -1.0044 -0.039 -0.231 0.085
C -5.7685 3.1017 -1.6220 -0.001 0.000 -0.030
Si -4.5216 4.4128 -2.1515 -0.092 -0.001 0.069
C -4.1947 5.5307 -0.6679 -0.028 -0.008 -0.035
C -5.3694 5.4451 -3.4870 -0.042 -0.004 0.017
Si -2.5075 3.4577 -2.8557 0.172 0.171 0.019
Te -2.0880 1.9620 -0.8862 0.031 -0.083 0.113
Si -2.7764 2.2374 -4.8159 0.045 -0.087 -0.076
C -3.1452 3.3833 -6.2722 0.013 -0.004 -0.022
C -4.2086 1.0294 -4.6246 -0.010 0.016 -0.002
C -1.2229 1.2631 -5.2254 -0.043 0.025 -0.045
Si -0.9342 5.2024 -3.0474 -0.008 -0.024 -0.098
C -0.1128 5.4951 -1.3896 0.030 0.019 -0.001
C 0.3343 4.9064 -4.4088 -0.006 0.006 0.044
C -1.8169 6.7964 -3.5676 -0.001 -0.016 0.007
H -6.6798 3.5792 -1.2474 0.014 -0.006 -0.006
H -5.3686 2.4617 -0.8325 0.005 0.014 -0.021
H -6.0443 2.4619 -2.4644 0.011 -0.002 0.043
H -5.1350 5.9127 -0.2581 0.010 -0.011 -0.018
H -3.5790 6.3867 -0.9499 0.017 0.011 0.029
H -3.6728 4.9866 0.1224 0.000 -0.012 -0.027
H -6.2624 5.9175 -3.0638 0.015 0.000 -0.034
H -5.6895 4.8252 -4.3293 0.034 0.009 0.030
H -4.7207 6.2332 -3.8722 0.009 -0.003 -0.005
H -4.0636 3.9578 -6.1268 0.025 -0.019 0.023
H -3.2523 2.7988 -7.1917 -0.004 0.029 0.011
H -2.3261 4.0923 -6.4212 -0.029 -0.011 -0.001
H -5.1643 1.5520 -4.5327 0.023 -0.008 0.001
H -4.0695 0.4194 -3.7285 -0.009 0.008 -0.015
H -4.2701 0.3617 -5.4893 0.003 0.008 0.014
H -0.3743 1.9311 -5.3901 -0.023 -0.022 0.020
H -1.3789 0.6681 -6.1316 0.004 0.003 0.012
H -0.9539 0.5929 -4.4070 -0.005 0.014 0.016
H 0.3922 4.5873 -1.0555 -0.004 0.011 0.016
H -0.8502 5.7662 -0.6299 -0.001 -0.009 -0.020
H 0.6251 6.3009 -1.4547 -0.020 -0.008 -0.009
H 0.8763 3.9780 -4.2323 -0.001 0.007 -0.044
H 1.0527 5.7319 -4.4338 -0.013 0.002 0.005
H -0.1478 4.8567 -5.3899 0.009 -0.022 0.040
H -2.5330 7.1324 -2.8168 -0.034 0.024 0.002
H -2.3540 6.6638 -4.5110 0.015 -0.006 0.014
H -1.0830 7.5960 -3.7118 -0.007 -0.021 0.008



No. 3
8
Properties=species:S:1:pos:R:3:forces:R:3 method="wB97M-V/def2-TZVPD" de_lowest_kj_mol=168.9 lumo_energy_ev=-0.645 largest_force_ev_per_a=1.4 charge=0 homo_energy_ha=-0.37399 smiles=c1ncnnn1
C -1.1077 -0.3464 -0.2547 0.677 -0.120 0.186
N -1.0999 0.9656 -0.4353 1.142 0.028 0.324
N 0.0876 1.6277 -0.1984 -1.047 -0.847 -0.175
N 1.1488 0.9887 0.1813 -0.593 -0.500 -0.099
C 1.0544 -0.3615 0.3377 -0.117 0.337 -0.076
N -0.0334 -1.0661 0.1369 -0.064 0.191 -0.040
H -2.0224 -0.9410 -0.4229 0.375 0.737 0.003
H 1.9725 -0.8670 0.6555 -0.374 0.175 -0.123



No. 4
168
Properties=species:S:1:pos:R:3:forces:R:3 method="wB97M-V/def2-TZVPD" lumo_energy_ev=-4.559 largest_force_ev_per_a=6.4 charge=+1 homo_energy_ha=-0.41184
C 2.2375 2.4539 3.5233 -1.562 0.728 -0.532
C 2.6682 4.0322 3.3046 0.238 -0.032 1.318
C 3.9661 4.2512 2.3211 -0.843 1.409 1.533
N 3.6119 4.1376 0.8168 2.614 0.188 -0.750
N 2.3057 3.8615 0.5998 0.959 -0.149 -5.641
C 1.8482 3.6787 -0.7975 2.469 0.921 -0.094
C 0.2294 3.3350 -1.0409 0.599 -0.045 1.115
C -0.1968 2.3856 0.2644 -0.021 -0.106 -0.067
C -1.4088 1.3186 -0.0873 0.924 -0.627 1.109
C -0.7541 -0.1063 -0.6342 -1.095 -0.371 0.399
C -1.6591 -1.3873 -0.0590 0.776 0.870 -0.037
O -1.1640 -2.6294 -0.7323 -0.942 0.543 2.920
C -1.2592 -3.7836 0.2162 0.093 -0.867 -0.730
C 2.9306 3.8137 -2.0067 1.073 0.322 0.298
O 2.4586 3.5874 -3.3954 2.300 0.006 4.334
C 3.4796 2.9248 -4.2203 0.695 -1.294 -2.172
C 3.9163 1.4239 -3.7132 0.642 -0.105 0.006
N 5.3299 1.1574 -4.2690 -0.268 -0.199 2.152
C 6.3701 1.8689 -3.4094 1.339 0.197 0.607
C 7.8630 1.1361 -3.4537 0.819 0.356 0.994
C 8.5829 1.0891 -1.9485 -0.597 -0.281 -0.057
O 8.8281 1.8687 -4.3258 -1.122 0.043 1.210
C 4.5005 4.1980 -1.7138 -3.730 -0.733 4.212
C 4.7941 4.3582 -0.0745 -3.973 -1.458 -4.605
P 6.5967 4.7597 0.4766 3.560 3.006 3.366
O 6.6958 5.8821 1.5929 -0.833 -4.677 -4.275
O 7.5791 5.3586 -0.8759 -3.497 -2.378 1.298
O 7.3780 3.2558 0.9830 -3.082 1.996 -2.129
H 2.5185 1.8451 2.5639 -0.428 0.903 2.064
H 1.0457 2.4581 3.5905 2.564 -0.170 -0.187
H 2.6127 1.9865 4.5312 -0.424 1.010 -2.273
H 1.7358 4.7248 3.0276 2.274 -1.656 0.281
H 3.0086 4.4184 4.3820 -0.482 -0.660 -2.478
H 4.2841 5.3936 2.4557 -0.247 -2.717 -0.311
H 4.8215 3.4969 2.5843 -1.597 1.516 -0.645
H -0.4289 4.3287 -1.0453 1.749 -2.022 0.092
H 0.0257 2.8038 -2.0630 0.890 0.926 1.949
H -0.4621 3.1121 1.1712 0.478 -1.648 -2.034
H 0.7339 1.7210 0.6027 -1.967 1.593 -0.754
H -2.2297 1.7561 -0.8168 1.839 -0.980 1.578
H -1.9042 1.0463 0.9640 1.004 0.767 -2.459
H 0.3412 -0.2978 -0.2017 -2.383 0.649 -1.085
H -0.7548 -0.1128 -1.8076 0.004 -0.089 2.479
H -1.4758 -1.4302 1.1177 -0.332 -0.018 -2.472
H -2.8080 -1.2448 -0.2371 2.107 -0.254 0.150
H -0.1704 -4.0720 0.5841 -2.276 0.621 -0.675
H -1.7029 -4.6843 -0.4230 0.975 1.874 1.573
H -1.9583 -3.5688 1.1332 1.339 -0.345 -1.858
H 4.4388 3.6020 -4.4348 -2.131 -1.391 0.772
H 2.9844 2.7710 -5.2957 0.926 0.555 2.611
H 3.2014 0.5651 -4.0960 1.380 2.127 0.536
H 4.0059 1.2988 -2.5536 -0.617 0.659 -1.790
H 5.4775 0.1293 -4.0585 -0.045 1.521 -0.577
H 6.0772 1.9188 -2.2657 0.251 -0.235 -1.974
H 6.5587 2.9839 -3.7504 -0.472 -2.135 0.365
H 7.7331 0.0281 -3.8521 0.499 2.579 0.556
H 7.8449 0.5731 -1.1927 1.430 0.976 -1.347
H 8.8298 2.1816 -1.5591 -0.543 -2.160 -0.869
H 9.5859 0.4580 -1.9566 -2.171 1.427 -0.195
H 9.1463 2.7098 -3.8772 -0.785 -1.720 -0.516
H 5.3187 4.3093 -2.5420 -1.924 -0.263 1.844
H 7.2195 5.0171 -1.7458 0.740 0.450 1.221
H 6.9101 2.4631 0.5681 0.873 1.270 0.602
C 4.5277 -1.4121 -1.6669 -0.080 -0.370 -0.393
Cl 4.6228 -0.2085 -0.3757 -0.111 0.169 0.122
Cl 6.1070 -1.6628 -2.4204 -0.196 -0.166 0.500
H 4.1800 -2.3587 -1.2460 0.179 0.269 0.015
H 3.8225 -1.0647 -2.4259 0.377 -0.051 0.311
C -5.3341 1.9321 -0.5526 -0.228 0.114 -0.142
Cl -4.3542 1.7612 0.9088 -0.337 0.097 0.182
Cl -4.8924 0.7190 -1.7601 0.025 -0.035 -0.138
H -6.3877 1.8068 -0.2911 0.676 -0.082 -0.113
H -5.1744 2.9278 -0.9735 0.024 -0.274 0.111
C -1.7100 -6.0918 -3.1903 -0.134 0.153 -0.440
Cl -2.7345 -6.9242 -2.0145 -0.044 -0.067 0.007
Cl -0.0184 -6.0982 -2.6773 0.089 0.075 -0.065
H -1.7912 -6.5989 -4.1549 0.077 0.013 0.332
H -2.0484 -5.0574 -3.2877 0.157 -0.282 0.156
C 0.9432 -2.2568 -3.5173 -0.255 -0.560 -0.090
Cl 1.4760 -0.7959 -2.6766 0.092 -0.074 -0.178
Cl 1.0446 -2.0546 -5.2705 0.009 -0.038 0.067
H 1.5810 -3.0921 -3.2179 -0.108 0.280 -0.087
H -0.0933 -2.4673 -3.2428 0.238 0.173 0.049
C 4.2335 -0.6809 4.6508 -0.160 -0.292 0.281
Cl 4.7663 0.7800 5.4915 0.179 -0.084 0.120
Cl 4.3349 -0.4787 2.8976 0.019 -0.172 -0.040
H 4.8713 -1.5162 4.9502 -0.082 0.307 -0.136
H 3.1970 -0.8914 4.9254 0.232 0.179 -0.096
C 2.9897 3.8278 -8.7102 -0.078 -0.006 -0.491
Cl 3.6600 4.4927 -7.2157 0.120 0.246 -0.121
Cl 2.0723 2.3503 -8.3939 0.079 0.085 0.144
H 2.3261 4.5687 -9.1629 0.131 -0.195 0.246
H 3.8087 3.5982 -9.3962 -0.175 -0.015 0.281
C -4.7929 -4.0757 -2.9083 -0.277 -0.142 0.160
Cl -3.4373 -2.9701 -3.1633 0.110 0.210 0.091
Cl -5.7663 -4.2375 -4.3750 0.347 0.270 -0.453
H -4.4034 -5.0578 -2.6296 -0.125 0.315 -0.141
H -5.4227 -3.6869 -2.1044 0.246 0.000 -0.404
C -7.3443 -5.7742 -0.5719 -0.340 -0.422 0.110
Cl -7.3056 -5.7435 -2.3390 -0.346 -0.360 0.467
Cl -6.2043 -4.6077 0.1097 -0.040 0.006 0.179
H -8.3531 -5.5252 -0.2338 0.294 0.079 -0.124
H -7.0766 -6.7761 -0.2276 0.049 0.339 -0.118
C 3.1242 0.8051 9.0104 0.293 0.009 0.153
Cl 1.8822 0.9103 7.7569 -0.090 0.121 -0.135
Cl 3.1256 -0.7902 9.7721 0.087 0.005 0.014
H 4.1025 0.9841 8.5578 -0.256 -0.149 0.012
H 2.9259 1.5629 9.7722 -0.054 -0.804 -0.495
C 5.7669 -1.0177 -7.0019 0.211 0.325 -0.427
Cl 6.3311 -1.7965 -5.5186 0.043 -0.071 -0.328
Cl 4.1771 -1.6284 -7.4759 0.040 0.083 -0.024
H 5.6986 0.0599 -6.8341 -0.060 -0.290 0.149
H 6.4801 -1.2216 -7.8042 -0.216 -0.090 0.244
C 1.8245 0.0261 -11.9557 -0.087 -0.238 -0.304
Cl 3.0455 -0.4882 -10.7854 -0.019 -0.100 -0.028
Cl 1.3271 1.6970 -11.6633 -0.119 -0.020 -0.246
H 2.2426 -0.0497 -12.9625 -0.039 0.108 0.319
H 0.9516 -0.6254 -11.8687 0.231 0.233 0.097
C 3.4304 3.6166 12.3210 0.007 0.136 0.575
Cl 4.8709 2.6783 12.7329 -0.471 -0.150 0.517
Cl 3.0644 3.4957 10.5958 -0.162 0.854 0.229
H 2.5812 3.2340 12.8926 0.228 0.014 -0.263
H 3.6040 4.6650 12.5753 0.035 -0.276 -0.193
C -6.8937 -6.4030 3.9389 0.031 -0.116 0.292
Cl -5.5381 -5.2975 3.6839 0.050 -0.022 0.122
Cl -7.8671 -6.5649 2.4722 0.501 -0.014 -0.439
H -6.5041 -7.3852 4.2176 -0.066 0.246 -0.204
H -7.5235 -6.0143 4.7428 0.207 -0.018 -0.406
C 8.9568 -3.8564 -0.0041 0.251 -0.149 0.267
Cl 9.1238 -2.4516 -1.0642 0.223 0.027 0.092
Cl 7.4283 -4.6952 -0.2958 0.016 -0.055 0.078
H 9.7830 -4.5458 -0.1944 -0.281 0.186 -0.072
H 8.9868 -3.5228 1.0360 -0.106 -0.017 -0.323
C -9.9720 -7.0741 6.1957 -0.523 -0.226 0.063
Cl -9.9334 -7.0434 4.4287 -0.585 -0.190 0.607
Cl -8.8320 -5.9076 6.8773 -0.018 0.061 0.250
H -10.9809 -6.8251 6.5339 0.293 0.076 -0.087
H -9.7044 -8.0760 6.5401 -0.043 0.767 -0.440
C -8.5467 2.8025 -2.8447 -0.239 -0.026 -0.390
Cl -7.5140 4.2002 -2.5206 0.105 0.005 -0.158
Cl -8.4522 1.6236 -1.5309 -0.427 -0.120 -0.141
H -9.5809 3.1403 -2.9460 0.252 -0.050 0.179
H -8.2211 2.3273 -3.7733 0.033 0.086 0.328
C -8.7542 3.5248 1.8497 -0.313 0.232 -0.147
Cl -9.3661 2.6755 3.2741 -0.055 0.057 -0.068
Cl -7.0325 3.2047 1.6089 -0.308 0.299 0.288
H -9.3057 3.1859 0.9692 0.216 -0.049 0.249
H -8.9008 4.5991 1.9858 0.121 -0.295 0.083
C -10.0929 -11.2979 6.8910 -0.163 -0.465 0.024
Cl -9.5601 -9.8370 7.7317 0.095 -0.644 0.588
Cl -9.9915 -11.0957 5.1378 -0.033 -0.049 0.050
H -9.4551 -12.1332 7.1904 -0.074 0.322 -0.108
H -11.1294 -11.5084 7.1655 0.267 0.188 -0.104
C -10.5251 -1.7557 -2.0267 -0.230 0.186 0.256
Cl -9.0847 -2.6939 -1.6147 0.020 0.072 0.110
Cl -10.8911 -1.8765 -3.7519 -0.068 0.085 0.031
H -11.3743 -2.1382 -1.4551 0.255 -0.008 -0.221
H -10.3515 -0.7072 -1.7724 0.059 -0.289 -0.152
C 8.1052 4.3390 10.8376 0.235 0.248 -0.223
Cl 8.6694 3.5602 12.3209 0.071 0.060 -0.015
Cl 6.5154 3.7283 10.3636 0.328 0.311 -0.542
H 8.0369 5.4166 11.0054 -0.067 -0.329 0.039
H 8.8184 4.1350 10.0352 -0.212 -0.056 0.253
C -10.5867 6.2247 -2.0228 0.086 0.311 -0.247
Cl -10.0225 5.4460 -0.5395 -0.026 0.108 0.016
Cl -12.1764 5.6141 -2.4968 0.066 0.040 -0.072
H -10.6550 7.3024 -1.8550 -0.053 -0.332 0.059
H -9.8735 6.0208 -2.8252 -0.162 -0.064 0.253